Here is one molecule with the formula C22H19N3O5S in a non-equilibrium geometry from the Open Molecules 2025 dataset. Energies are from ωB97M-V/def2-TZVPD.

Summary:
**Energy relative to the best compared isomer or geometry (same formula, charge and spin)**: 2.362 eV
**Electronic energy**: -48663.685 eV
**SMILES string**: Cc1cc(C(=O)CSc2nnc(-c3ccco3)o2)c(C)n1-c1ccc2c(c1)OCCO2
**LUMO**: 0.494 eV
**Gap between HOMO and LUMO**: 0.3123 Ha
**Strongest force on any atom**: 1.86 eV/A
**Charge**: 0

The geometry in XYZ format:
```
50
Properties=species:S:1:pos:R:3:forces:R:3:nbo_charge:R:1
C -0.163276 -1.941494 2.634229 0.0 -0.1 -0.1 -0.65
C 0.625622 -1.791802 1.381345 0.3 -0.1 0.5 0.15
C 1.962654 -1.947867 1.179634 -0.2 0.0 -0.1 -0.26
C 2.231082 -1.669057 -0.192139 -0.9 0.0 -0.1 -0.26
C 3.495552 -1.655978 -0.893438 0.0 -0.2 0.0 0.57
O 3.605434 -1.495322 -2.092516 0.1 0.0 0.0 -0.57
C 4.749064 -1.814321 -0.029436 0.3 0.5 -0.2 -0.61
S 6.001655 -0.574374 -0.525393 0.2 -0.5 0.1 0.34
C 5.006197 0.824897 -0.414782 0.0 0.6 -0.1 0.28
N 5.251846 2.021377 -0.856690 1.1 -1.3 -0.3 -0.30
N 4.179369 2.771951 -0.560381 -1.6 0.6 0.7 -0.27
C 3.324771 2.006260 0.051181 0.9 0.1 -0.4 0.41
C 2.028930 2.357267 0.539119 -0.7 1.0 -0.1 0.18
C 1.334524 3.538374 0.436584 0.6 -0.7 -0.1 -0.24
C 0.107083 3.319767 1.095080 -0.2 -0.6 0.3 -0.32
C 0.144730 2.033652 1.547520 -0.5 0.7 0.1 0.10
O 1.299580 1.442176 1.215604 0.4 -0.4 -0.1 -0.38
O 3.798999 0.740451 0.190640 0.0 0.4 0.1 -0.42
C 1.010422 -1.336451 -0.775356 0.7 -0.1 -0.3 0.26
C 0.720998 -0.967512 -2.181846 0.0 -0.1 -0.2 -0.67
N 0.053236 -1.412289 0.183715 0.3 -0.1 0.0 -0.37
C -1.316295 -1.130620 0.000977 -0.6 0.2 -0.1 0.20
C -2.274168 -2.099551 0.284437 0.1 0.1 -0.1 -0.24
C -3.614474 -1.808446 0.133743 -0.1 0.3 -0.1 -0.23
C -4.021274 -0.557147 -0.313441 0.1 0.1 0.1 0.21
C -3.056859 0.402802 -0.642602 -0.1 -0.2 0.0 0.29
C -1.710705 0.113296 -0.470751 -0.1 -0.1 0.1 -0.30
O -3.394614 1.633441 -1.134644 0.3 -0.1 0.2 -0.49
C -4.730570 1.708209 -1.584475 -0.6 -0.2 0.0 -0.10
C -5.666755 1.065694 -0.562586 0.1 0.5 -0.2 -0.10
O -5.361691 -0.304291 -0.414647 0.2 -0.3 0.0 -0.48
H -0.550936 -2.955581 2.739304 -0.1 0.0 0.1 0.22
H -1.007856 -1.255071 2.646348 -0.1 0.0 0.1 0.22
H 0.473898 -1.736365 3.490923 0.0 0.0 0.1 0.23
H 2.667201 -2.243274 1.930889 0.1 0.0 0.2 0.22
H 4.552662 -1.702071 1.033115 0.0 -0.1 -0.1 0.23
H 5.216389 -2.778840 -0.227299 0.0 0.0 0.0 0.26
H 1.678429 4.426605 -0.049242 0.1 0.2 -0.1 0.24
H -0.693796 4.019596 1.214372 -0.2 0.1 0.1 0.23
H -0.563459 1.447240 2.098497 0.0 -0.2 0.1 0.21
H 0.916690 0.092805 -2.349559 0.0 0.1 -0.1 0.23
H -0.317769 -1.173355 -2.432411 0.0 0.0 0.0 0.22
H 1.380993 -1.523227 -2.843436 -0.1 0.1 0.0 0.26
H -1.966372 -3.076905 0.619315 0.1 -0.1 0.0 0.22
H -4.373032 -2.540089 0.359493 -0.1 -0.1 0.0 0.23
H -0.988114 0.875637 -0.710798 0.1 0.1 0.0 0.24
H -4.953462 2.767396 -1.717243 0.0 -0.1 0.0 0.21
H -4.830464 1.186092 -2.545624 0.0 0.1 0.1 0.18
H -6.706396 1.117721 -0.887941 0.1 0.1 0.0 0.21
H -5.555694 1.578599 0.402592 0.0 -0.1 -0.1 0.18
```
Forces are in eV/Å.